79
Properties=species:S:1:pos:R:3:forces:R:3:mulliken_charge:R:1 method="wB97M-V/def2-TZVPD" smiles="CCN(CC)C(=S)SCCC[C@@]1(CCN)[C@H](CCCCC(F)(F)C(F)(F)S(F)(F)(F)(F)F)[NH+]=C(F)[C@H]1[C@@H](I)[C@@H](C)I" e_lumo_ev=-4.13 charge=+1 spin_multiplicity=1 gap_ev=6.9
C 4.53138 -2.18917 2.30263 -0.06 -0.66 0.10 -0.9810
C 4.31521 -3.27508 1.12580 1.00 1.64 0.91 -0.4144
N 2.99395 -3.93761 1.26878 -1.14 0.76 0.08 0.1451
C 2.80946 -5.08942 0.33853 0.15 -0.66 -0.73 -0.5344
C 3.16521 -4.80025 -1.18956 -0.13 -0.62 -0.12 -0.7985
C 1.88425 -2.99377 1.22964 -0.74 0.65 -0.53 -0.2832
S 1.61012 -1.89179 -0.00561 0.70 -0.93 0.95 -0.0328
S 0.64016 -3.01347 2.61885 1.46 0.58 -0.97 -0.1368
C -0.22145 -1.36074 2.47805 -0.70 0.05 0.03 -1.0451
C -1.50467 -1.41012 1.53015 0.44 0.31 0.11 -0.2825
C -2.25703 0.02035 1.61530 0.30 -1.91 0.61 -1.2661
C -2.66364 0.60808 0.19578 -0.43 0.19 1.19 2.2630
C -3.58282 1.88510 0.51332 1.23 1.74 -0.94 -1.5745
C -2.95837 2.92369 1.55198 0.66 0.34 0.01 -0.2202
N -3.59789 2.85574 2.90621 0.41 -0.43 -1.04 -0.7367
C -1.30107 0.83460 -0.62334 2.12 0.77 0.33 0.0131
C -0.78477 2.32330 -0.90057 0.16 0.42 -0.71 0.1674
C -0.21345 2.54255 -2.40197 0.38 0.78 0.97 -1.3800
C 1.26714 1.98612 -2.60077 0.13 0.58 -0.99 -0.4228
C 2.29693 2.93408 -1.78765 -0.42 -0.76 -0.26 -0.9876
C 3.47600 2.10101 -1.11115 -0.74 -1.15 -2.27 0.6867
F 4.27496 1.66627 -2.21596 -1.02 0.73 2.06 -0.3415
F 3.02434 0.88226 -0.53399 0.88 2.68 -0.43 -0.0627
C 4.45971 2.92526 -0.18614 3.09 -1.06 -2.42 0.5759
F 5.09048 3.88349 -1.01322 -1.70 -1.72 1.62 -0.2507
F 5.49677 2.06974 0.22413 -2.40 1.83 -0.60 -0.2281
S 3.73228 3.84054 1.25683 1.45 1.30 4.49 1.1373
F 2.33388 2.95852 1.29194 1.45 1.27 -0.69 -0.2328
F 3.09569 5.05231 0.33422 0.66 -2.15 0.99 -0.2896
F 5.17719 4.67518 1.40248 -2.38 -1.04 -0.47 -0.3085
F 4.40335 2.68957 2.28143 -1.41 1.63 -1.33 -0.3198
F 3.19399 4.64635 2.59689 0.61 -1.17 -2.10 -0.2910
N -1.43142 0.04081 -1.89276 -3.34 -0.80 0.14 0.2747
C -2.61654 -0.50860 -2.01960 1.22 -0.16 -0.98 -0.1435
F -2.77201 -1.20863 -3.19948 -0.22 1.56 3.02 -0.2867
C -3.59370 -0.24623 -0.79737 -0.33 -0.30 -0.33 -0.2706
C -4.36497 -1.53928 -0.27896 0.72 -1.39 -0.44 -0.6951
I -5.80860 -1.09053 1.33618 0.66 0.08 -0.66 0.1747
C -5.20451 -2.32684 -1.39607 -1.28 0.92 0.54 -0.6322
C -5.78946 -1.42210 -2.57600 -0.70 -1.18 -0.67 -0.9583
I -4.12581 -4.10766 -2.13667 -0.38 0.89 0.34 0.0901
H 3.82115 -1.30425 2.20892 0.84 -1.19 0.12 0.1502
H 5.59860 -1.77935 2.30882 -1.48 -0.67 -0.17 0.3660
H 4.35120 -2.73840 3.29285 0.21 0.98 -1.31 0.3063
H 5.16352 -4.03159 1.26850 -1.48 0.78 -0.53 0.3828
H 4.40292 -2.71454 0.13950 0.02 -0.92 1.00 0.3015
H 1.74728 -5.47936 0.41012 1.19 0.60 0.04 0.3167
H 3.49005 -5.92410 0.72222 -0.89 1.14 -0.53 0.3231
H 2.93354 -5.76347 -1.76390 0.50 1.29 0.74 0.3636
H 4.26393 -4.54033 -1.31719 -1.40 -0.42 0.14 0.2460
H 2.54809 -3.98349 -1.67435 0.68 -0.89 0.82 0.1727
H -0.58166 -1.12832 3.54249 0.54 -0.51 -1.38 0.5194
H 0.50551 -0.53417 2.19746 -0.75 -1.19 0.13 0.2297
H -1.19020 -1.64773 0.45367 -0.32 0.25 1.55 0.1234
H -2.15507 -2.26700 1.89866 0.66 1.14 -0.50 0.5203
H -1.53697 0.69663 2.19912 -1.11 -0.52 -1.28 0.4668
H -3.14220 -0.13721 2.32280 0.99 0.50 -1.26 0.2354
H -3.69136 2.45652 -0.48019 -0.04 -0.80 1.30 0.5513
H -4.63610 1.63249 0.84364 1.35 -0.17 -0.35 0.3519
H -3.04634 3.98753 1.12988 -0.08 -1.49 0.59 0.2940
H -1.83063 2.76127 1.70540 -1.47 0.10 -0.65 0.0896
H -2.84842 2.91735 3.60281 -0.74 -0.23 -0.14 0.2891
H -4.10675 1.96457 2.98668 0.51 0.63 0.30 0.2618
H -0.36491 0.35028 -0.16338 -1.72 0.36 -0.06 -0.4877
H -1.55547 3.13804 -0.74829 0.59 -1.27 -0.06 0.3479
H 0.04020 2.52445 -0.12941 -1.15 -0.27 -1.18 -0.0101
H -0.14421 3.68335 -2.51383 -0.11 -1.61 0.00 0.4644
H -0.95471 2.21191 -3.20158 0.99 0.22 1.06 0.4100
H 1.51356 2.11173 -3.71407 -0.30 -0.33 1.58 0.4208
H 1.40221 0.88326 -2.37670 -0.20 1.28 0.04 0.1876
H 1.67130 3.52396 -1.05363 1.15 -0.62 -0.67 0.4489
H 2.76720 3.62674 -2.55880 -0.44 -0.75 1.34 0.4131
H -0.76267 -0.12976 -2.65336 0.09 0.42 0.62 0.4324
H -4.39429 0.51708 -1.08622 1.08 -1.27 -0.30 0.5388
H -3.66227 -2.31258 0.18985 -0.90 1.45 -0.56 0.2531
H -6.11182 -2.76574 -0.85510 1.59 0.39 -0.82 0.7061
H -5.21972 -1.59214 -3.55493 -0.68 0.61 1.52 0.2546
H -6.84405 -1.82017 -2.79000 1.51 0.63 0.27 0.3706
H -5.92066 -0.32712 -2.32067 0.37 -1.28 -0.22 0.2672